11
Properties=species:S:1:pos:R:3 method="wB97M-V/def2-TZVPD" relative_energy_kj_mol=345.6 spin_multiplicity=1 energy_ha=-699.5405 e_lumo_ev=0.4 e_homo_ev=-9.207
C 0.53716 1.36564 -0.74406
C -1.82552 -0.39249 0.31327
C 0.35187 -1.33975 -0.38153
N -0.99549 -1.06231 -0.19336
N 0.90219 1.08441 0.45084
O -2.77544 0.12637 0.73581
S 1.41438 -0.55885 0.87798
H 0.39023 2.40385 -0.57171
H 0.55964 -2.41875 -0.26778
H 0.60824 -0.94942 -1.40804
H 0.83273 1.74131 1.18858

=====

11
Properties=species:S:1:pos:R:3 method="wB97M-V/def2-TZVPD" relative_energy_kj_mol=522.1 spin_multiplicity=1 energy_ha=-699.4733 e_lumo_ev=0.3 e_homo_ev=-8.921
C -0.17915 0.07352 -0.23012
C -1.00796 -0.99269 0.03953
C -1.59263 -1.06450 -1.20153
H 1.22415 1.96325 2.45515
H 2.04407 0.50959 -0.27304
H -1.13779 -1.69729 0.95951
H -2.50065 -1.60683 -1.39892
N 0.88851 0.71291 0.30341
N -0.24813 0.51685 -1.52935
O -1.07369 -0.30919 -2.11743
S 1.32222 0.41241 2.00819

=====

11
Properties=species:S:1:pos:R:3 method="wB97M-V/def2-TZVPD" relative_energy_kj_mol=455.1 spin_multiplicity=1 smiles="C#C/C(=N/S)NO" energy_ha=-699.4988 e_lumo_ev=0.8 e_homo_ev=-8.734
C 1.39477 -0.92444 1.96489
C 0.70583 -0.41696 1.11186
C -0.19079 0.19158 0.14048
N -0.97948 1.08674 0.53011
S -2.06243 1.71180 -0.67414
N -0.13250 -0.34478 -1.14942
O 1.07135 -0.98395 -1.46206
H 2.04154 -1.37973 2.66887
H -2.47914 2.70421 0.16295
H -0.35439 0.34544 -1.84596
H 0.98525 -1.98991 -1.44758

=====

11
Properties=species:S:1:pos:R:3 method="wB97M-V/def2-TZVPD" relative_energy_kj_mol=464.8 spin_multiplicity=1 smiles="N#CN=S1(=O)CC1" energy_ha=-699.4951 e_lumo_ev=0.1 e_homo_ev=-9.680
N 1.21483 1.36167 2.52606
C 1.63619 0.79493 1.61290
N 1.71945 0.20830 0.42879
S 0.68344 -0.17410 -0.68704
O 1.26650 -0.46613 -1.97722
C -0.87266 -1.05752 -0.18732
C -0.98016 0.49624 -0.58192
H -0.93823 -1.12376 0.89238
H -1.14318 -1.80945 -0.93616
H -1.59286 0.69871 -1.42753
H -0.99333 1.07112 0.33706

=====

12
Properties=species:S:1:pos:R:3 method="wB97M-V/def2-TZVPD" relative_energy_kj_mol=63.2 spin_multiplicity=1 smiles=Oc1n[nH]c(S)c1S energy_ha=-1097.8305 e_lumo_ev=0.6 e_homo_ev=-8.764
O 2.47393 0.08020 -0.08978
C 1.19222 -0.31991 -0.08456
N 0.85273 -1.59058 -0.08808
N -0.50942 -1.55425 -0.08400
C -1.00475 -0.30186 -0.08474
S -2.72998 0.00915 -0.07891
C 0.07559 0.56037 -0.08304
S 0.03755 2.30476 -0.16891
H 3.00746 -0.69826 -0.09961
H -1.01819 -2.41598 -0.08469
H -2.57761 1.34032 -0.19215
H 0.20049 2.58603 1.13847

=====

10
Properties=species:S:1:pos:R:3 method="wB97M-V/def2-TZVPD" relative_energy_kj_mol=296.3 spin_multiplicity=1 smiles="C=N/N=C/C=S" energy_ha=-624.3129 e_lumo_ev=-1.3 e_homo_ev=-9.114
C 3.37832 0.16695 0.14574
N 2.26896 -0.52789 -0.02524
N 1.14992 0.38738 -0.14678
C 0.04372 -0.30788 -0.15650
C -1.24108 0.44325 -0.08696
S -2.72629 -0.11178 0.09933
H 4.31238 -0.48089 0.23682
H 3.34197 1.25160 0.34010
H 0.03103 -1.36368 -0.18852
H -1.08267 1.55093 -0.18717

=====

11
Properties=species:S:1:pos:R:3 method="wB97M-V/def2-TZVPD" relative_energy_kj_mol=150.9 spin_multiplicity=1 smiles="S=c1[nH]cc(S)[nH]1" energy_ha=-1022.5582 e_lumo_ev=0.5 e_homo_ev=-8.022
S 1.90191 0.86191 -2.41498
C 1.09700 0.08613 -1.12906
N 0.11941 -0.90783 -1.10904
C -0.76093 -0.96498 0.06875
C -0.41587 0.20765 0.70436
S -1.44716 0.74247 2.05569
N 0.76272 0.72351 0.02605
H -0.04322 -1.57757 -1.75155
H -1.34511 -1.78187 0.30389
H -0.76568 0.90192 3.19539
H 0.89691 1.70865 0.05049

=====

11
Properties=species:S:1:pos:R:3 method="wB97M-V/def2-TZVPD" relative_energy_kj_mol=212.7 spin_multiplicity=3 energy_ha=-1022.3713 e_lumo_ev="0.5 / -2.1" e_homo_ev="-5.988 / -8.714"
C -0.20854 0.44941 -0.01826
C 1.25318 -2.71759 -0.21565
C 0.23259 1.88076 0.24313
N 0.77606 -0.39419 -0.25012
N 0.81750 -1.60358 -0.28907
S -1.97745 0.44669 0.03179
S -3.37906 -0.83769 -0.51586
H 1.46193 -3.77106 -0.12168
H 1.31749 1.94568 0.53470
H -0.35904 2.07376 1.24041
H 0.06533 2.52783 -0.63938